Here is a single C16H22BrN3O3S molecule from OMol25. Energies are from ωB97M-V with the def2-TZVPD basis set.

Results
Gap between HOMO and LUMO   0.3561 Ha
SMILES string   O=C(c1cccc(Br)c1)N1CCN(S(=O)(=O)N2CCCCC2)CC1

Geometry as XYZ:
```
46
C16H22BrN3O3S, DFT ωB97M-V with the def2-TZVPD basis set
O -1.3805 -1.1986 -2.5225
C -1.3038 -1.1885 -1.3081
N -0.1265 -1.2821 -0.6465
C 0.0761 -0.9842 0.7525
H -0.8785 -0.9462 1.2774
C 0.8042 0.3620 0.8779
N 2.0432 0.3611 0.1290
S 3.3166 -0.4164 0.8915
O 3.2649 -0.0437 2.2728
O 3.3610 -1.8141 0.5769
N 4.5630 0.3268 0.0860
C 4.7312 1.7129 0.4732
C 5.6381 2.4134 -0.5346
C 6.9799 1.6900 -0.6188
C 6.7482 0.2209 -0.9635
C 5.8142 -0.4087 0.0657
H 5.5714 -1.4407 -0.1881
H 6.2867 -0.3931 1.0590
H 7.6923 -0.3245 -0.9748
H 6.2923 0.1454 -1.9517
H 7.6126 2.1587 -1.3741
H 7.4919 1.7607 0.3433
H 5.7804 3.4514 -0.2323
H 5.1557 2.4002 -1.5130
H 3.7359 2.1579 0.4909
H 5.1588 1.7774 1.4837
C 1.8756 -0.0248 -1.2585
H 2.8743 -0.1141 -1.6841
C 1.1123 -1.3454 -1.3975
H 0.8609 -1.5364 -2.4420
H 1.7246 -2.1578 -0.9970
H 1.3314 0.7783 -1.7658
H 1.0613 0.5638 1.9175
H 0.1732 1.1685 0.4896
H 0.7072 -1.7649 1.1913
C -2.5387 -1.1337 -0.4588
C -3.3802 -0.0344 -0.5607
C -4.5596 -0.0193 0.1623
C -4.9275 -1.0832 0.9681
C -4.0916 -2.1844 1.0468
C -2.9011 -2.2127 0.3416
H -2.2539 -3.0749 0.3996
H -4.3746 -3.0239 1.6632
H -5.8550 -1.0533 1.5186
Br -5.7006 1.5009 0.0465
H -3.1149 0.7924 -1.2018
```

***

Here is a molecular structure, C16H22Cl2O2RuSe from OMol25. Energies are from ωB97M-V with the def2-TZVPD basis set.

Results
<S²>   6.04
Gap between HOMO and LUMO (alpha / beta)   0.1810 / 0.2087 Ha
Spin multiplicity   5
Total charge   -2

Geometry as XYZ:
```
44
C16H22Cl2O2RuSe, DFT ωB97M-V with the def2-TZVPD basis set
C 0.4102 -1.0082 -1.7049
C 1.2220 0.1196 -2.0943
C 0.3880 1.2403 -2.2858
C 2.6536 0.0433 -2.3818
C -0.9398 0.8385 -2.0757
C -0.9486 -0.5438 -1.6956
C -2.1203 -1.4181 -1.7578
C 0.7444 -2.4252 -1.8430
C 0.8562 2.6401 -2.4932
C -2.1680 1.6465 -2.1864
Ru -0.0741 -0.5306 0.3615
Cl 3.5602 1.6422 0.5241
Cl 1.8870 -1.4188 0.9369
O -1.6936 0.4971 0.7058
H 3.0290 -0.9753 -2.2200
H 3.2746 0.6934 -1.7182
H 2.8596 0.2986 -3.4368
H 1.8041 2.7928 -1.9744
H 0.1254 3.3471 -2.0960
H 1.0029 2.9000 -3.5424
H -2.1074 2.6283 -1.6818
H -3.0091 1.1127 -1.7179
H -2.4570 1.8623 -3.2267
H -2.9981 -0.9774 -1.2759
H -1.9438 -2.3573 -1.2318
H -2.3676 -1.6105 -2.8026
H 1.7214 -2.6827 -1.4306
H 0.7282 -2.6744 -2.9030
H 0.0244 -3.0562 -1.3213
H -1.3240 1.4589 0.7214
O -1.1299 -2.2282 0.8887
H -1.6976 -1.9222 1.6114
Se 0.9021 1.5558 1.0752
C 0.5744 1.2698 2.9604
C -0.6142 1.5748 3.6802
C -0.8448 1.0213 4.9240
C 0.1434 0.1954 5.5088
C 1.4023 0.0250 4.8721
C 1.6336 0.6691 3.6783
H -1.3603 2.2182 3.2241
H -1.7688 1.1909 5.4664
H -0.0449 -0.2894 6.4648
H 2.1481 -0.6248 5.3288
H 2.6344 0.6707 3.2300
```

***

Here is a molecular structure, C16H22CuN6O5STe from OMol25. Energies are from ωB97M-V with the def2-TZVPD basis set.

Results
<S²>   0.76
Gap between HOMO and LUMO (alpha / beta)   0.1981 / 0.1980 Ha
Spin multiplicity   2
Total charge   -2

Geometry as XYZ:
```
52
C16H22CuN6O5STe, DFT ωB97M-V with the def2-TZVPD basis set
Cu -2.1173 -0.8443 1.4003
N -0.1698 1.4432 0.2736
N -0.7671 1.2772 -1.0001
C -1.8272 -0.5817 -1.4518
O -2.4452 -0.8205 -2.6827
O -2.0332 -1.4540 -0.5488
H -0.8980 1.8242 0.8772
H 0.0136 0.5018 0.6465
H -0.5816 2.0969 -1.5775
O -2.6895 0.0523 3.0304
O -3.7150 0.1623 2.0918
Te 0.3546 -2.0190 1.7239
C -0.3494 0.6269 8.1279
C -0.6416 -0.2076 6.9118
C -1.8635 -0.8411 6.7321
C -2.0045 -1.5916 5.5757
N -1.0487 -1.7021 4.6728
C 0.0645 -1.0055 4.8972
S 1.3187 -0.9591 3.6780
N 0.3226 -0.2843 6.0047
H -1.1085 0.4901 8.8988
H -0.3196 1.6818 7.8494
H 0.6300 0.3676 8.5302
H -2.6631 -0.7540 7.4559
H -2.9239 -2.1284 5.3624
C 3.0645 -1.4751 -2.0339
C 2.0670 -1.4476 -3.1866
N 1.8811 -0.1219 -3.7564
C 2.9633 0.3183 -4.6147
C 3.8114 1.4138 -3.9718
C 0.5458 0.2172 -4.2055
O 0.3678 0.4859 -5.4154
C -0.4481 0.2537 -3.2330
C -1.9169 0.1814 -3.5829
C -2.7170 1.4292 -3.2582
C -2.8720 1.7381 -1.9734
N -2.1976 0.9660 -0.9732
C -0.3903 -0.0140 -1.7990
H 3.0701 -2.4551 -1.5523
H 2.8016 -0.7341 -1.2776
H 4.0781 -1.2610 -2.3850
H 1.1004 -1.8193 -2.8529
H 2.4115 -2.1465 -3.9687
H 2.5249 0.6813 -5.5458
H 3.6021 -0.5374 -4.8721
H 3.1941 2.2918 -3.7730
H 4.6334 1.7126 -4.6311
H 4.2306 1.0822 -3.0203
H -2.0773 -0.1417 -4.6096
H -3.2133 1.9945 -4.0395
H -3.5310 2.5250 -1.6179
H 0.4782 -0.4682 -1.3303
```

***

Short version: energy relative to the best compared isomer or geometry (same formula, charge and spin) = 0.0; 18.8; 118.0 kcal/mol, in the order given.